1.
This record from the OMol25 dataset describes a cluster of 2 separate species, C2H7ClNS in total at a distorted geometry. The level of theory is the ωB97M-V functional and the def2-TZVPD basis.

```
! RIJCOSX wB97M-V def2-TZVPD def2/J DEFGRID3
* xyz 1 1
C 0.6359 -1.0883 0.3669
C 1.2303 0.2050 0.8471
N 0.6116 -1.4546 -0.8832
S -2.3329 1.5049 -0.7684
Cl 1.9934 1.0344 -0.4847
H 0.3499 -1.7607 1.2761
H 0.5109 0.9259 1.4173
H 2.0567 -0.1563 1.5307
H 0.9237 -0.8590 -1.6306
H -2.4651 2.6546 0.0490
H 0.1034 -2.3215 -1.0474
H -3.6178 1.3157 -0.6727
*
```

Output
Kohn-Sham gap in Eh: 0.281
HOMO energy in eV: -13.0
Energy above the lowest of the compared OMol25 structures with the same formula, charge and spin in kcal per mole: 10.20
Electronic energy in Eh: -993.2417

How positive or negative is each atom? The Löwdin charges in e answer that: C -0.09; C -0.56; N 0.22; S 0.43; Cl 0.67; H 0.20; H 0.14; H 0.12; H 0.11; H -0.14; H 0.16; H -0.25



2.
This record from the OMol25 dataset describes a cluster of 2 separate species, C2H7ClO3P in total at a distorted geometry. The level of theory is the ωB97M-V functional and the def2-TZVPD basis.

```
! RIJCOSX wB97M-V def2-TZVPD def2/J DEFGRID3
* xyz 1 1
C -0.2001 2.0782 0.9654
C -0.6925 -2.3064 -0.1422
O -0.0589 0.7188 -1.9916
O 0.1920 0.6945 1.1313
O 0.5455 -1.6158 0.1354
P 0.9410 -0.1656 0.0982
Cl 2.8456 -0.0319 0.0670
H 0.1395 2.5169 0.0844
H 0.2990 2.6642 1.7078
H -1.2099 2.0143 1.0869
H -1.3867 -2.2029 -1.0666
H -1.3163 -1.9417 0.6811
H -0.5584 -3.4138 -0.0155
H 0.4604 0.9914 -2.7417
*
```

Output
Kohn-Sham gap (alpha / beta) in Eh: 0.320 / 0.319
HOMO energy (alpha / beta) in eV: -15.1 / -15.1
Energy above the lowest of the compared OMol25 structures with the same formula, charge and spin in kcal per mole: 121.68
Electronic energy in Eh: -1107.3063

How positive or negative is each atom? The Löwdin charges in e answer that: C 0.00; C -0.03; O -0.20; O -0.23; O -0.26; P 0.47; Cl 0.64; H 0.08; H 0.11; H 0.08; H 0.15; H 0.09; H 0.12; H -0.02



3.
This record from the OMol25 dataset describes an isolated molecule of C2H7ClOSi at a distorted geometry. The level of theory is the ωB97M-V functional and the def2-TZVPD basis.

```
! RIJCOSX wB97M-V def2-TZVPD def2/J DEFGRID3
* xyz 0 1
C -0.3026 -0.6614 -1.4684
Si 0.4211 -0.1830 0.1786
C -0.8950 0.6863 1.3434
O 1.5204 0.9910 -0.0099
Cl 1.2912 -1.8013 0.9232
H -0.6061 -1.7414 -1.3721
H -1.2315 -0.1182 -1.6636
H 0.4192 -0.7445 -2.3260
H -0.4716 1.6272 1.3343
H -1.9303 0.7671 1.0762
H -0.6672 0.2400 2.3581
H 2.4525 0.9381 -0.3737
*
```

Output
Kohn-Sham gap in Eh: 0.399
SMILES: C[Si](C)(O)Cl
HOMO energy in eV: -10.3
Energy above the lowest of the compared OMol25 structures with the same formula, charge and spin in kcal per mole: 8.68
Electronic energy in Eh: -905.4298

How positive or negative is each atom? The Löwdin charges in e answer that: C -0.22; Si -0.08; C -0.15; O -0.20; Cl 0.41; H 0.03; H 0.03; H 0.05; H -0.03; H 0.02; H 0.04; H 0.10



4.
This record from the OMol25 dataset describes a structure of composition C2H7EuO3 at a distorted geometry. The level of theory is the ωB97M-V functional and the def2-TZVPD basis.

```
! RIJCOSX wB97M-V def2-TZVPD def2/J DEFGRID3
* xyz 1 8
O -0.2332 -0.0820 -1.2850
H 1.6223 -1.4602 -0.4685
C -0.3561 0.7343 1.5322
O 0.2639 1.3898 0.4521
C -0.3818 1.1893 -0.7871
H -0.3280 -0.3615 1.4123
H 0.1762 1.0175 2.4476
H -1.4133 1.0416 1.6252
H 0.0541 1.9576 -1.4485
H -1.4546 1.4400 -0.6472
Eu -1.8044 -1.5615 -2.6275
O 1.9237 -2.4962 -0.5568
H 1.9312 -2.8086 0.3511
*
```

Output
Kohn-Sham gap (alpha / beta) in Eh: 0.223 / 0.232
Expectation value of S²: 15.761
HOMO energy (alpha / beta) in eV: -12.3 / -12.4
Energy above the lowest of the compared OMol25 structures with the same formula, charge and spin in kcal per mole: 0.00
Electronic energy in Eh: -1016.1128

How positive or negative is each atom? The Löwdin charges in e answer that: O -0.45; H 0.10; C -0.12; O -0.17; C -0.47; H 0.07; H 0.10; H 0.09; H 0.12; H 0.10; Eu 1.76; O -0.14; H 0.01



What is the formula in the third record?
C2H7ClOSi



Which formula does entry 2 have?
C2H7ClO3P